This record from the OMol25 dataset describes CH2FPS2 in the gas phase at a distorted geometry. The level of theory is ωB97M-V with the def2-TZVPD basis set.

Last columns: bonded neighbours and bond lengths (Å).
Positions of all 7 atoms, in Å:
1 C -0.57566 -1.22795 -0.39637  F2 1.335, S4 1.754, S5 1.706
2 F -1.73427 -0.88035 0.16874  C1 1.335
3 P 0.19343 1.44573 0.73567  S5 2.108, H6 1.405, H7 1.432
4 S -0.51516 -2.79658 -1.17858  C1 1.754
5 S 0.85169 -0.30905 -0.23015  C1 1.706, P3 2.108
6 H 0.22998 2.41076 -0.28551  P3 1.405
7 H 1.54999 1.35744 1.18619  P3 1.432

Values from the calculation:
electronic energy	-34742.324	eV
<S²>	2.01
ΔE to the lowest compared entry with this formula, charge and spin	0.0	kcal/mol
E_HOMO (spin up / spin down)	-6.7 / -9.4	eV
multiplicity	3

Mulliken population analysis, charges in e, atoms 1 to 5: number 1, C, carries 0.340; number 2, F, carries -0.211; number 3, P, carries -0.070; number 4, S, carries -0.063; number 5, S, carries -0.154